A cluster of 16 separate species, C16H64N32O16 in total, computed with ωB97M-V/def2-TZVPD.

Properties
E_LUMO, eV: -0.21
Kohn-Sham gap, eV: 8.876
HOMO level, eV: -9.1
Charge: 0
E, eV: -98078.826

Last columns: bonded neighbours and bond lengths (Å).
Cartesian coordinates (Å):
1 C 0.21 -4.89 7.70  O2 1.225, N3 1.308, N4 1.319
2 O -0.99 -5.03 7.86  C1 1.225
3 N 0.84 -4.76 6.56  C1 1.308, H5 1.010, H6 1.010
4 N 0.91 -4.60 8.78  C1 1.319, H7 1.010, H8 1.010
5 H 0.35 -4.86 5.68  N3 1.010
6 H 1.84 -4.65 6.56  N3 1.010
7 H 0.35 -4.77 9.61  N4 1.010
8 H 1.91 -4.51 8.66  N4 1.010
9 C 4.49 -3.51 -5.29  O10 1.217, N11 1.278, N12 1.356
10 O 3.60 -3.25 -4.51  C9 1.217
11 N 4.26 -3.90 -6.48  C9 1.278, H13 1.010, H14 1.010
12 N 5.82 -3.35 -5.07  C9 1.356, H15 1.010, H16 1.010
13 H 4.98 -4.40 -6.98  N11 1.010
14 H 3.28 -4.00 -6.70  N11 1.010
15 H 6.48 -3.25 -5.83  N12 1.010
16 H 5.98 -3.22 -4.08  N12 1.010
17 C -0.10 2.12 7.92  O18 1.230, N19 1.266, N20 1.296
18 O -0.99 2.22 7.08  C17 1.230
19 N -0.23 1.72 9.12  C17 1.266, H21 1.010, H22 1.010
20 N 1.05 2.67 7.69  C17 1.296, H23 1.010, H24 1.010
21 H -0.78 0.89 9.23  N19 1.010
22 H 0.64 1.60 9.62  N19 1.010
23 H 1.39 3.01 6.81  N20 1.010
24 H 1.69 2.68 8.48  N20 1.010
25 C -2.70 -3.30 -7.18  O26 1.189, N27 1.318, N28 1.316
26 O -2.19 -4.34 -7.43  C25 1.189
27 N -3.87 -2.88 -7.63  C25 1.318, H29 1.010, H30 1.010
28 N -2.15 -2.38 -6.40  C25 1.316, H31 1.010, H32 1.010
29 H -4.34 -3.48 -8.29  N27 1.010
30 H -4.12 -1.91 -7.50  N27 1.010
31 H -1.20 -2.51 -6.11  N28 1.010
32 H -2.49 -1.43 -6.35  N28 1.010
33 C 7.01 4.76 -2.20  O34 1.207, N35 1.366, N36 1.278
34 O 6.96 5.23 -3.31  C33 1.207
35 N 8.15 4.35 -1.57  C33 1.366, H37 1.010, H38 1.010
36 N 6.01 4.69 -1.41  C33 1.278, H39 1.010, H40 1.010
37 H 8.13 3.97 -0.64  N35 1.010
38 H 9.00 4.45 -2.10  N35 1.010
39 H 5.95 3.95 -0.71  N36 1.010
40 H 5.15 5.07 -1.77  N36 1.010
41 C -5.99 -1.56 6.00  O42 1.198, N43 1.281, N44 1.243
42 O -6.56 -2.58 6.24  C41 1.198
43 N -4.85 -1.56 5.42  C41 1.281, H45 1.010, H46 1.010
44 N -6.23 -0.39 6.35  C41 1.243, H47 1.010, H48 1.010
45 H -4.12 -0.86 5.35  N43 1.010
46 H -4.48 -2.47 5.20  N43 1.010
47 H -5.59 0.33 6.05  N44 1.010
48 H -7.06 -0.21 6.90  N44 1.010
49 C 6.96 1.08 3.32  O50 1.190, N51 1.382, N52 1.314
50 O 7.92 1.79 3.31  C49 1.190
51 N 5.77 1.34 3.97  C49 1.382, H53 1.010, H54 1.010
52 N 6.98 -0.12 2.79  C49 1.314, H55 1.010, H56 1.010
53 H 4.87 0.91 3.78  N51 1.010
54 H 5.73 2.26 4.39  N51 1.010
55 H 6.36 -0.90 2.93  N52 1.010
56 H 7.73 -0.18 2.11  N52 1.010
57 C -5.36 2.44 -5.89  O58 1.224, N59 1.323, N60 1.308
58 O -6.51 2.10 -5.68  C57 1.224
59 N -4.51 2.50 -4.88  C57 1.323, H61 1.010, H62 1.010
60 N -4.82 2.69 -7.05  C57 1.308, H63 1.010, H64 1.010
61 H -3.58 2.89 -5.01  N59 1.010
62 H -4.91 2.38 -3.96  N59 1.010
63 H -3.81 2.76 -7.16  N60 1.010
64 H -5.28 2.66 -7.95  N60 1.010
65 C 0.68 0.59 0.69  O66 1.223, N67 1.278, N68 1.314
66 O 0.16 1.56 1.22  C65 1.223
67 N 0.94 -0.50 1.31  C65 1.278, H69 1.010, H70 1.010
68 N 0.92 0.46 -0.59  C65 1.314, H71 1.010, H72 1.010
69 H 0.93 -0.50 2.32  N67 1.010
70 H 1.35 -1.23 0.75  N67 1.010
71 H 0.72 1.40 -0.91  N68 1.010
72 H 1.23 -0.33 -1.15  N68 1.010
73 C -5.17 -2.72 -1.49  O74 1.221, N75 1.278, N76 1.279
74 O -5.87 -2.52 -0.51  C73 1.221
75 N -3.90 -2.78 -1.61  C73 1.278, H77 1.010, H78 1.010
76 N -5.66 -3.06 -2.61  C73 1.279, H79 1.010, H80 1.010
77 H -3.44 -3.22 -2.39  N75 1.010
78 H -3.44 -2.88 -0.71  N75 1.010
79 H -5.13 -2.93 -3.46  N76 1.010
80 H -6.65 -3.23 -2.75  N76 1.010
81 C -0.23 8.86 4.08  O82 1.222, N83 1.367, N84 1.335
82 O -1.45 8.86 4.11  C81 1.222
83 N 0.53 9.84 4.66  C81 1.367, H85 1.010, H86 1.010
84 N 0.47 7.90 3.47  C81 1.335, H87 1.010, H88 1.010
85 H 1.52 9.80 4.50  N83 1.010
86 H 0.04 10.69 4.90  N83 1.010
87 H 1.44 7.96 3.77  N84 1.010
88 H 0.02 7.08 3.10  N84 1.010
89 C -2.42 -7.24 2.67  O90 1.231, N91 1.312, N92 1.356
90 O -1.69 -6.54 1.96  C89 1.231
91 N -3.67 -6.95 2.95  C89 1.312, H93 1.010, H94 1.010
92 N -2.03 -8.30 3.41  C89 1.356, H95 1.010, H96 1.010
93 H -4.11 -6.07 2.68  N91 1.010
94 H -4.18 -7.55 3.57  N91 1.010
95 H -1.04 -8.42 3.54  N92 1.010
96 H -2.59 -9.00 3.88  N92 1.010
97 C 5.24 -7.32 0.11  O98 1.270, N99 1.274, N100 1.262
98 O 5.27 -6.44 1.03  C97 1.270
99 N 6.21 -8.03 -0.32  C97 1.274, H101 1.010, H102 1.010
100 N 4.22 -7.90 -0.36  C97 1.262, H103 1.010, H104 1.010
101 H 7.07 -8.04 0.19  N99 1.010
102 H 6.02 -8.87 -0.85  N99 1.010
103 H 3.33 -7.44 -0.21  N100 1.010
104 H 4.29 -8.72 -0.95  N100 1.010
105 C 2.43 1.58 -7.59  O106 1.209, N107 1.359, N108 1.287
106 O 1.23 1.64 -7.53  C105 1.209
107 N 3.33 1.93 -6.63  C105 1.359, H109 1.010, H110 1.010
108 N 3.00 1.03 -8.61  C105 1.287, H111 1.010, H112 1.010
109 H 3.06 2.24 -5.71  N107 1.010
110 H 4.32 1.77 -6.73  N107 1.010
111 H 2.46 0.93 -9.46  N108 1.010
112 H 3.99 0.84 -8.57  N108 1.010
113 C -0.77 6.60 -3.91  O114 1.221, N115 1.322, N116 1.277
114 O -0.07 5.64 -3.63  C113 1.221
115 N -0.89 7.19 -5.09  C113 1.322, H117 1.010, H118 1.010
116 N -1.77 6.96 -3.19  C113 1.277, H119 1.010, H120 1.010
117 H -1.60 7.91 -5.11  N115 1.010
118 H -0.37 6.83 -5.87  N115 1.010
119 H -2.52 7.47 -3.62  N116 1.010
120 H -1.82 6.65 -2.23  N116 1.010
121 C -6.46 3.57 1.24  O122 1.211, N123 1.294, N124 1.233
122 O -6.27 4.70 0.87  C121 1.211
123 N -7.50 2.90 0.85  C121 1.294, H125 1.010, H126 1.010
124 N -5.75 2.91 2.01  C121 1.233, H127 1.010, H128 1.010
125 H -8.14 3.52 0.38  N123 1.010
126 H -7.55 1.91 1.04  N123 1.010
127 H -4.98 3.36 2.48  N124 1.010
128 H -6.21 2.04 2.25  N124 1.010